# 1
Computed, not measured: a single BrH2PS molecule at a distorted geometry, with wB97M-V/def2-TZVPD.

Frontier orbital gap   8.45 eV
Total charge   0
LUMO energy   -0.773 eV
SMILES string   PSBr
Energy relative to the best compared isomer or geometry (same formula, charge and spin)   0.711 eV

```
5
Properties=species:S:1:pos:R:3:forces:R:3:nbo_charge:R:1
P 0.39816 -1.18681 0.20050 -0.05 1.80 1.64 0.208
Br -0.95033 1.88025 -0.39690 0.26 -0.34 -0.17 -0.076
H 1.43034 -0.17961 0.45737 -0.41 -1.01 0.47 -0.009
H -0.59995 -0.49514 1.07758 1.13 -1.15 -0.36 0.015
S -0.27822 -0.01869 -1.33855 -0.92 0.70 -1.59 -0.139
```
Forces are in eV/Å.

# 2
Computed, not measured: 2 unconnected molecules or ions with the total composition C6H17N2 at a distorted geometry, with wB97M-V/def2-TZVPD.

Frontier orbital gap (spin up / spin down)   9.67 / 8.42 eV
Total charge   0
LUMO energy (spin up / spin down)   0.969 / -0.333 eV
Energy relative to the best compared isomer or geometry (same formula, charge and spin)   1.278 eV
Spin multiplicity   2

```
25
Properties=species:S:1:pos:R:3:forces:R:3:lowdin_spin:R:1
H -1.55708 -0.82837 -1.92034 0.56 0.47 0.02 0.037
H -3.60543 -1.07188 -0.80277 0.88 -0.29 0.36 0.028
C -2.72961 -0.98205 -0.09120 -1.69 -0.02 0.60 0.103
H 0.64548 2.28126 1.58194 -0.02 0.02 -0.14 0.000
C 2.04683 0.88259 0.83261 1.18 0.18 0.81 0.000
N -2.98881 0.23315 0.71751 0.24 0.58 -0.36 0.022
C -1.46495 -1.12559 -0.88021 -1.28 -1.21 -0.42 0.691
H -2.78937 -1.84732 0.58424 -0.07 0.30 -0.09 0.001
H 1.74754 -1.86738 0.59613 0.18 -0.28 -0.27 0.000
H 2.38657 0.59013 -1.19897 -0.86 -0.54 -0.43 0.000
H -0.51408 1.38404 -0.81694 -0.06 -0.03 -0.34 0.009
C 1.65614 -1.39995 -0.39206 -0.17 1.02 0.61 0.034
H -3.58200 0.89110 0.22005 0.40 -0.04 -0.24 0.000
H -0.05452 0.75489 1.19067 -0.26 -0.11 -0.18 0.004
H 0.91951 2.12134 -1.13380 0.00 -0.03 -0.03 0.000
H -1.08204 -2.15593 -0.78715 0.10 0.70 -0.08 0.029
H 3.52712 -0.17468 -0.33591 -0.94 -0.59 0.62 0.001
H 0.56277 -1.31813 -0.55769 1.01 0.38 -0.03 0.022
N 0.17591 2.02356 -0.45766 -0.03 -0.04 0.36 0.010
C 2.40462 -0.05945 -0.31362 1.44 1.02 -0.43 0.001
H 2.26298 0.42012 1.80503 -0.66 -0.48 -0.01 0.000
H 2.08799 -2.00586 -1.17178 0.08 -0.45 -0.14 0.001
H -3.51790 0.07992 1.56474 0.25 -0.62 0.08 0.001
H 2.80936 1.68238 0.94916 -0.33 -0.04 -0.90 0.000
C 0.65295 1.49212 0.81801 0.05 0.09 0.62 0.005
```
Forces are in eV/Å.

# 3
Computed, not measured: a single C4H6O molecule at a distorted geometry, with wB97M-V/def2-TZVPD.

Frontier orbital gap   9.98 eV
Total charge   0
LUMO energy   0.094 eV
SMILES string   C/C=C/C=O
Energy relative to the best compared isomer or geometry (same formula, charge and spin)   1.109 eV

```
11
Properties=species:S:1:pos:R:3:forces:R:3:nbo_charge:R:1
H 0.17424 1.35855 0.20685 -0.15 3.28 0.26 0.183
H -0.91517 -1.42608 0.16260 -0.96 0.80 0.94 0.231
C 1.33136 -0.26883 0.02758 1.41 -1.70 -1.23 -0.335
O 3.80791 -0.29238 0.02961 -3.94 1.70 -0.62 -0.520
H 1.33371 -1.30463 -0.17151 -0.22 -1.48 0.15 0.195
H -1.85703 0.22104 0.55620 -0.90 -0.60 0.00 0.234
C 0.17743 0.36264 0.02730 -1.17 -2.56 -0.03 -0.057
C -1.19275 -0.36460 -0.05172 3.32 -0.83 -1.62 -0.665
H -1.41063 -0.53538 -1.14024 -0.55 1.07 0.86 0.238
H 2.50088 1.41026 0.00773 1.44 -0.62 -0.32 0.088
C 2.68961 0.27967 -0.03916 1.71 0.94 1.61 0.407
```
Forces are in eV/Å.

# 4
Computed, not measured: 2 unconnected molecules or ions with the total composition C4H12N3O at a distorted geometry, with wB97M-V/def2-TZVPD.

Frontier orbital gap   6.80 eV
Total charge   +1
LUMO energy   -5.833 eV
Energy relative to the best compared isomer or geometry (same formula, charge and spin)   5.144 eV

```
20
Properties=species:S:1:pos:R:3:forces:R:3:nbo_charge:R:1
H 1.31349 2.23560 2.70909 0.37 -0.03 -0.24 0.245
C 1.25269 0.34988 1.61310 -0.64 -0.10 0.53 0.352
H 0.55735 -1.51063 0.93029 0.13 -0.61 1.21 0.166
N -1.48832 -0.07460 -2.40712 1.34 -2.16 -1.21 -0.724
N -2.01249 -0.96766 -0.29534 3.83 -0.55 -2.57 -0.722
N 0.45992 -0.44526 -1.43277 -1.60 -4.47 2.30 -0.739
H -0.73802 0.25596 -3.01303 -0.48 0.44 -0.34 0.412
H -2.47791 -1.60317 -0.95481 -1.30 -0.12 0.89 0.377
O 2.59507 0.02362 1.59303 -0.53 0.09 -1.28 -0.684
H -2.17671 -0.59963 -2.94515 -0.69 0.59 0.33 0.424
C 0.31166 -0.59102 1.45716 0.69 0.15 0.35 -0.535
C -0.90653 -0.73274 -1.36738 -1.60 4.58 -0.56 0.705
H 1.18268 2.36381 0.92584 0.09 0.07 0.07 0.226
H -0.19165 1.87431 1.93723 0.01 -0.01 -0.25 0.224
H -0.66003 -0.49114 1.91308 -0.27 0.24 -0.65 0.237
H 0.75715 -1.16252 -2.11652 0.54 0.87 -0.62 0.414
H -2.33141 -0.01918 -0.49649 -1.28 -0.24 0.76 0.400
C 0.88846 1.79012 1.80668 -0.18 -0.10 0.90 -0.679
H 2.91607 0.22248 0.70161 0.56 0.19 0.27 0.477
H 0.74852 -0.91823 -0.55853 1.00 1.16 0.09 0.425
```
Forces are in eV/Å.

# 5
Computed, not measured: 8 unconnected molecules or ions with the total composition C35H73B2N7O14PS at a distorted geometry, with wB97M-V/def2-TZVPD.

Frontier orbital gap   5.67 eV
Total charge   -1
LUMO energy   1.598 eV

```
133
Properties=species:S:1:pos:R:3:forces:R:3:mulliken_charge:R:1
H -3.29921 13.11221 3.80643 -0.05 0.01 0.04 0.291
C -2.04687 -7.00175 1.41288 -0.02 0.13 -0.21 0.134
H -4.56231 -8.55281 2.53668 -0.06 -0.03 -0.06 0.337
H 2.85926 -4.49285 -4.91539 -0.02 0.03 -0.01 0.414
C 1.44655 -12.85015 3.97716 0.01 0.10 -0.14 -0.973
H 3.15499 4.34481 0.01799 0.02 -0.03 -0.02 0.361
C -4.94541 5.90790 1.60205 1.35 0.51 -0.58 -0.757
H 1.88037 -9.28365 -0.08694 0.01 -0.07 0.06 0.360
H -0.30699 -2.29634 -0.23662 0.18 0.10 -0.10 -0.349
H 4.16800 -6.37150 -0.52253 -0.06 0.10 -0.01 0.322
C -2.59698 0.18100 -0.07578 -0.29 0.18 0.15 0.374
H -0.65903 -0.86795 1.39627 -0.02 -0.26 -0.27 0.383
H -3.62720 -0.11746 -0.29078 0.00 -0.05 -0.09 0.369
H -5.83689 5.46866 2.03353 -0.02 0.05 0.00 0.373
C -2.93494 5.69573 0.21139 0.13 0.50 0.12 0.513
C 2.74174 2.43364 -5.74919 0.06 -0.04 -0.02 0.093
N 2.45764 3.54874 -5.05256 0.06 0.13 -0.06 0.234
C 1.91740 -10.78901 2.82810 0.00 0.11 -0.11 0.251
H -0.69253 -0.58378 -2.23726 -0.13 0.12 -0.50 0.028
C -1.67568 -0.92892 1.80402 0.04 0.32 0.18 -0.408
C 4.22552 -8.59115 -2.08823 0.00 -0.04 -0.03 0.099
O -1.77238 -3.51170 -1.06956 0.22 -0.37 -0.09 -0.613
H -4.15753 -8.29084 0.83086 0.02 0.03 -0.01 0.303
C -2.38287 1.62207 -0.65360 0.35 -0.17 0.99 0.271
C 2.96775 -9.33903 -0.13333 0.06 0.32 -0.09 -0.890
H 3.25214 -10.32041 -0.50563 -0.01 -0.01 0.01 0.273
C -1.09199 1.94813 -1.53512 -1.24 0.99 -0.24 -0.183
C -3.94622 12.98238 2.93809 0.09 -0.16 -0.01 -0.935
N 2.35523 6.06213 -0.89202 0.10 0.09 -0.09 0.255
H -3.58762 -9.75160 1.65916 -0.08 -0.02 -0.04 0.333
C 2.47042 4.60722 -0.78900 -0.17 0.05 0.19 -0.496
C 3.23015 -6.90454 -0.67450 0.15 -0.11 -0.15 -0.785
C 2.71807 6.71989 -2.12510 -0.07 -0.18 0.18 -0.856
H 0.42226 -12.90437 3.60707 0.00 -0.06 0.00 0.297
H 2.27584 -9.75165 2.94060 -0.01 0.01 0.02 0.234
H -0.01568 -4.01910 -0.13507 0.01 -0.21 0.02 0.427
C -3.17324 13.45009 0.60388 -0.11 -0.01 0.22 -0.916
H 2.70122 -6.42383 -1.49377 0.00 0.11 0.05 0.051
H -3.28530 1.85216 -1.23996 0.16 -0.10 -0.38 0.191
O 2.89421 -3.51198 -1.23755 0.03 -0.16 -0.03 -0.639
H 1.49881 4.16015 -0.56689 0.08 -0.09 -0.09 -0.017
B -1.30445 3.59510 0.12756 -0.09 -0.19 0.30 0.929
H -1.49760 2.45958 -2.42844 0.05 -0.66 -0.44 0.283
N 1.89969 -11.46998 3.98943 0.03 0.02 0.16 0.095
H -5.20690 7.82319 2.59169 0.03 0.04 -0.03 0.378
H -1.34550 5.47589 -1.23332 0.16 0.08 0.19 0.347
H -2.81167 14.45145 0.85075 0.00 0.02 -0.09 0.332
H -1.95811 -0.57124 -0.53644 0.25 -0.05 -0.14 -0.888
C 1.26524 3.55666 -4.21717 0.05 -0.17 -0.17 -0.624
H -4.47244 13.91193 2.73377 0.01 0.01 -0.04 0.383
H 1.49135 -13.25620 4.98453 0.01 0.03 0.02 0.386
O 4.69729 -7.77292 -2.85643 0.00 0.05 -0.02 -0.580
C 1.92980 -2.18552 -4.42176 0.08 -0.23 0.02 -0.725
H 3.67348 4.96508 -4.10978 0.05 0.03 -0.10 0.228
H -1.86412 -7.48613 4.06459 0.04 -0.05 0.03 0.293
H 2.57079 7.79476 -2.03336 -0.01 0.02 0.02 0.340
H 0.38580 3.37137 -4.83549 -0.06 0.01 0.09 0.464
C -4.58270 7.24881 1.91716 0.54 -0.85 -0.70 -0.502
H -4.18939 13.53028 0.21095 0.03 0.04 -0.08 0.337
N 2.44385 -3.09789 -3.42140 0.00 0.00 -0.12 0.172
O 2.07125 1.41893 -5.73604 -0.05 -0.03 0.03 -0.565
C 1.29160 3.24922 3.10258 0.06 -0.29 0.05 -0.816
H -2.53293 13.02602 -0.16676 0.01 -0.03 0.01 0.299
H 3.99490 -4.50627 -3.54657 -0.01 -0.09 -0.01 0.304
H 3.15649 -11.42477 5.66330 0.01 0.06 0.06 0.354
H 0.04369 5.64474 2.21490 -0.02 0.27 0.17 0.339
H -1.86252 11.26739 0.91381 -0.02 0.02 -0.02 0.258
O -2.29186 2.50070 0.41510 -0.10 0.15 -0.41 -0.753
H -0.65232 -3.36411 2.08763 0.08 0.19 0.04 0.252
H 2.00017 2.43072 3.24505 -0.03 -0.12 -0.18 0.189
H 4.36422 -9.67783 -2.23505 -0.01 0.00 0.02 0.246
H -2.46510 -9.15224 3.88658 -0.03 -0.01 -0.02 0.376
H -2.70298 4.38793 -1.40988 0.11 -0.04 -0.10 0.264
H 2.70662 -1.94074 -5.14930 -0.06 0.08 -0.04 0.375
C -2.04134 4.85316 -0.66085 -0.68 -0.11 0.03 -1.187
C -2.57637 7.03582 0.52279 -1.69 -0.48 0.85 -0.425
H 1.85991 4.14733 2.85890 0.00 0.12 0.17 0.218
H 1.59734 -1.26370 -3.95033 0.04 0.03 0.02 -0.040
H -3.11667 8.82822 1.62703 -0.04 -0.07 0.09 0.200
C -0.78752 -3.25955 -0.05979 -0.14 0.59 -0.17 0.462
H -1.59987 -0.80028 2.88699 -0.12 0.13 0.01 0.277
O -2.38385 10.73363 2.80069 -0.01 0.16 0.13 -0.619
H -4.66728 12.19754 3.16862 -0.02 0.03 0.05 0.283
H 2.38217 -5.19030 -3.35216 0.03 -0.06 -0.05 0.193
H -1.66181 7.44563 0.11251 0.03 0.02 0.02 0.305
H 1.34090 2.76319 -3.47785 -0.05 0.16 0.15 -0.092
H 2.05206 -1.77165 -1.89350 0.16 -0.24 -0.02 -0.266
B -0.48378 3.89639 1.61644 0.10 -0.10 0.14 0.173
H 2.62338 -9.83950 5.07621 -0.01 0.01 -0.03 0.317
H 1.16442 4.51431 -3.71393 0.02 -0.03 0.00 0.095
O -0.37703 2.91209 -0.85216 0.49 -0.42 -0.13 -0.296
O -2.44341 0.13350 1.33391 0.12 -0.48 -0.02 -0.298
O 1.57809 -11.24622 1.75395 -0.03 -0.12 0.08 -0.623
O 0.41395 2.92014 2.04146 0.00 0.38 -0.05 0.018
H -0.89707 -8.68064 3.19149 0.03 -0.02 0.06 0.261
H 3.76803 6.52681 -2.36171 0.00 0.06 -0.06 0.317
H 2.72090 5.58020 -5.47721 0.07 0.06 0.00 0.300
H 2.07696 -13.44488 3.31551 -0.04 -0.05 0.01 0.298
C -1.91529 -8.35018 3.40004 0.04 0.14 -0.08 -0.940
N -2.58198 -7.98728 2.16382 -0.10 -0.09 -0.02 0.163
O -1.03972 -6.38850 1.69899 0.12 -0.18 0.13 -0.592
H -2.62081 -6.79240 0.49404 -0.01 -0.01 0.02 0.323
H 0.59804 0.96073 -3.28372 -0.52 -0.31 -0.29 -0.104
O -2.30246 -2.18147 1.54281 0.16 0.23 -0.27 -0.424
H -2.10059 -2.67949 -1.40888 -0.11 0.19 0.13 0.337
H 4.13918 4.55581 -5.77086 -0.01 -0.04 -0.02 0.336
H 2.09848 6.34917 -2.94582 0.05 0.12 -0.02 0.234
C -4.12070 5.13079 0.74907 0.16 1.69 0.47 -0.434
C -1.41649 -3.26532 1.30988 -0.18 -0.31 0.00 -0.324
C 2.46665 -2.77474 -2.11085 -0.16 0.15 0.08 0.678
C 2.94942 -4.39475 -3.83582 0.01 0.12 0.18 -0.909
H 3.37166 -9.21264 0.87327 -0.05 -0.10 0.03 0.228
C -3.40402 7.81611 1.37697 -0.11 -1.42 -0.53 -0.040
N -3.15582 12.60719 1.77924 0.01 0.12 -0.10 0.103
H 2.84603 4.20760 -1.72861 0.01 0.02 -0.03 0.334
P 0.05051 0.59536 -2.04329 0.87 0.50 1.46 0.616
N 3.49666 -8.30202 -0.99783 -0.06 -0.07 0.06 0.250
H 1.82995 7.82813 0.02138 0.02 0.00 -0.01 0.257
H -2.01860 -4.16863 1.35228 -0.14 0.03 0.20 0.026
C 1.90446 6.73827 0.17791 -0.07 -0.16 -0.27 -0.029
O 1.59419 6.19916 1.22119 0.11 0.18 0.28 -0.622
O -0.65245 5.01739 2.44727 0.10 -0.22 -0.16 -0.747
C -3.78930 -8.68423 1.77591 0.15 -0.01 0.18 -0.921
H 2.62607 -6.84608 0.22719 -0.02 -0.04 0.00 0.374
S 1.48393 0.36765 -0.72563 -0.13 -0.15 -0.15 -0.524
H 0.76280 3.38185 4.04716 -0.07 0.20 0.01 0.291
H 1.49158 -10.88087 5.95670 0.04 0.05 0.06 0.335
H 3.66307 2.52115 -6.35125 0.01 0.02 0.01 0.236
C 2.31618 -10.86989 5.24113 -0.08 -0.20 -0.08 -0.944
C 3.29442 4.72720 -5.10619 -0.14 -0.10 0.11 -0.837
H -4.35194 4.10711 0.49019 -0.08 -0.06 0.14 0.364
C -2.42671 11.47113 1.84063 0.09 -0.09 -0.07 0.176
H 1.08517 -2.63894 -4.94724 -0.02 0.08 -0.04 0.335
```
Forces are in eV/Å.

# 6
Computed, not measured: a molecular structure, C4H6O4Tl, with wB97M-V/def2-TZVPD.

Frontier orbital gap   9.07 eV
Total charge   +1
LUMO energy   -4.203 eV
Energy relative to the best compared isomer or geometry (same formula, charge and spin)   0.000 eV

```
15
Properties=species:S:1:pos:R:3:forces:R:3:nbo_charge:R:1
H 0.77600 -3.37438 3.07452 0.17 0.08 -0.06 0.156
C -1.96028 1.93645 -2.06627 -0.31 -0.55 0.06 0.464
C 3.00236 -3.06168 2.99802 0.29 -0.34 0.16 0.314
H -3.01568 1.63563 -2.08274 0.29 -0.03 0.00 0.211
H -1.59530 2.31225 -4.08860 0.07 0.07 0.27 0.280
H 3.77515 -2.41205 2.53749 -0.18 -0.09 0.11 0.147
O 3.24756 -4.01381 3.68653 -0.19 0.40 -0.29 -0.407
O -1.25440 1.47899 -1.14632 0.57 0.03 -0.57 -0.133
H -0.25670 2.82871 -2.98600 -0.31 0.02 -0.03 0.261
O 1.29339 -1.62316 2.17528 0.35 -0.44 -0.05 -0.584
C -1.34142 2.75373 -3.11216 -0.04 0.52 0.03 -0.721
H -1.81205 3.74953 -3.09107 0.19 -0.18 -0.11 0.277
O -1.79666 0.45314 -0.37578 -0.41 0.09 0.24 -0.590
C 1.55369 -2.67064 2.72008 0.04 -0.08 0.16 0.391
Tl -0.61566 0.00729 1.75701 -0.53 0.51 0.08 0.935
```
Forces are in eV/Å.

- Which formula does entry 4 have?
  C4H12N3O

- Which of these has the lowest total charge?
  C35H73B2N7O14PS

- total charge of number 6 (C4H6O4Tl)?
  +1